1.
Molecular formula: C22H49N2O2P3Sm
Method: DFT, ωB97M-V/def2-TZVPD

Geometry as XYZ:
```
79
Properties=species:S:1:pos:R:3:forces:R:3
P -3.063678 0.403265 0.747184 -1.587 0.250 0.089
H 1.848034 1.786765 -2.629065 -0.290 0.213 0.043
C -0.745128 2.615680 6.173615 0.069 0.494 0.716
H 4.034669 -2.366962 -0.256417 -0.282 0.085 0.233
H -0.036139 -2.230081 -7.901866 0.022 -0.278 0.322
H 1.845361 -5.122511 -4.266291 -0.063 0.088 -0.376
H 0.588599 -6.164019 -6.176343 0.085 0.437 -0.035
H -2.378476 0.463945 5.403357 0.085 0.278 -0.151
H -3.640663 -0.887254 -1.224232 -0.176 0.166 -0.049
H -0.612140 2.018175 7.090683 -0.164 0.302 -0.343
H -2.174963 0.883459 3.687988 0.013 0.029 0.039
C 0.275182 1.485424 4.202958 0.097 0.565 1.111
H -2.854990 2.081084 4.819194 0.269 -0.267 -0.089
O 0.807843 -0.990415 -5.641479 0.031 0.679 -0.541
H 2.107480 -0.313945 -2.802500 0.009 -0.254 0.095
C 2.603519 1.360228 3.642422 0.217 0.108 -0.313
N 1.547407 1.657222 4.601441 -0.707 -0.291 -0.641
C 1.987623 1.913303 5.967876 0.291 0.107 0.686
H -5.057997 -0.504341 1.848297 0.415 -0.163 -0.163
H 0.048363 3.362384 6.095517 -0.336 -0.154 0.079
H -1.327622 3.760843 -0.673905 -0.090 -0.001 -0.281
C 2.327318 -1.141886 -2.118996 -0.512 0.043 0.089
H -3.507669 2.812679 0.679698 -0.205 -0.090 0.113
H 3.282077 -1.595222 -2.421659 -0.207 0.172 0.252
H 3.597354 -1.786736 1.381424 -0.026 -0.093 -0.202
H -3.775655 -1.767367 1.625464 -0.276 0.134 0.074
C -3.977948 -0.720260 1.881323 0.442 -0.234 0.141
H 0.335810 -0.552299 -6.371103 0.323 -0.144 0.276
H -0.169401 -0.059174 -3.206534 -0.154 0.164 -0.064
C -0.926632 0.692420 -2.950093 -0.051 -0.313 0.302
C -3.955887 0.087561 -0.830883 0.411 -0.121 -0.168
C 0.348174 -2.881174 -7.109028 0.272 0.122 0.905
H -4.945996 1.879638 1.232660 0.331 -0.001 -0.112
H 1.311437 1.455744 6.693703 0.326 0.066 -0.211
H 0.837921 -2.201729 2.210579 -0.101 0.391 -0.400
C 0.943428 -2.317611 -5.955665 -0.361 -0.936 -0.273
C 3.841195 0.574706 -0.473155 -0.193 0.385 0.337
P 2.406795 -0.567769 -0.373069 1.625 -0.476 -1.005
H -1.118406 1.318030 -3.833758 0.084 -0.102 0.302
H -3.638498 -0.556826 2.909754 -0.088 -0.070 -0.117
H 4.128867 0.869253 0.544594 0.053 0.037 -0.257
H -3.710173 0.857732 -1.574726 -0.141 -0.241 0.202
H 0.042872 -2.462086 -0.206614 -0.034 0.309 0.364
H 2.467623 1.942578 2.717412 0.170 -0.106 0.292
H 1.643635 3.082906 -1.431690 -0.071 0.019 -0.283
P -0.355884 1.716822 -1.535691 -0.176 0.446 -1.405
H -3.580772 2.173741 2.330069 -0.066 0.008 -0.207
H 1.538756 -1.897875 -2.218290 0.149 0.120 -0.146
C 1.428124 -4.503222 -5.063448 -0.091 0.135 -0.598
H -2.581868 2.763508 -1.438960 0.309 0.077 -0.121
H 3.564564 1.473605 -1.036851 0.134 -0.158 0.160
H -1.694424 -2.187894 0.334028 0.360 0.642 0.225
H 2.476865 -2.851028 0.497786 0.281 0.042 -0.086
C 1.136918 2.520582 -2.228145 0.222 0.143 0.323
H 0.836607 3.220674 -3.022169 0.144 -0.272 0.205
H -1.425650 3.690234 -2.460520 -0.114 -0.201 0.286
C -2.119052 1.272417 4.700865 -0.301 -0.274 -0.067
H 2.160697 -2.627293 -4.215779 -0.219 -0.189 -0.170
H 4.708580 0.107864 -0.963338 -0.387 -0.035 0.146
C 3.205715 -2.036804 0.387010 -0.289 -0.005 0.346
C 1.591948 -3.114286 -5.005800 -0.610 -0.202 -0.268
C 0.233156 -4.270637 -7.175631 0.285 -0.131 0.202
O 0.084703 1.020996 3.004802 -0.180 -0.275 -0.404
C 0.730316 -5.080358 -6.140356 0.117 0.197 0.243
C -0.627571 -2.100693 0.587083 0.443 -2.488 2.281
C -0.185337 -1.958422 1.894593 -1.169 -2.146 -1.598
Sm -0.053624 0.310827 0.961925 0.189 3.118 0.304
H -0.253763 -4.737149 -8.036978 0.193 0.212 0.324
N -0.784215 1.783040 4.979959 0.321 -0.251 -0.639
H 2.978997 1.463420 6.087122 -0.319 0.081 0.058
H -1.705018 3.146721 6.245135 0.375 -0.167 -0.043
H 3.557141 1.637588 4.107642 -0.282 -0.097 -0.370
H 2.621855 0.285075 3.396039 0.080 0.263 0.113
H -1.848410 0.164158 -2.672750 0.194 0.136 -0.194
C -3.851882 1.969569 1.287324 0.397 0.298 0.122
C -1.544732 3.110506 -1.533003 0.017 0.121 0.368
H 2.069520 2.991502 6.163853 0.088 -0.381 -0.012
H -5.044515 0.071421 -0.673591 0.374 0.044 0.076
H -0.858272 -1.703962 2.727995 0.008 -0.118 -0.439
```
Forces are in eV/Å.

Values from the calculation:
orbital gap (alpha / beta)	3.19 / 3.45	eV
energy above the lowest of the compared OMol25 structures with the same formula, charge and spin	0.00	kcal/mol
total charge	+3
2S+1	6
strongest force on any atom	3.405	eV/Å

2.
Molecular formula: C22H49N2OP3PtS
Method: DFT, ωB97M-V/def2-TZVPD

Geometry as XYZ:
```
79
Properties=species:S:1:pos:R:3:forces:R:3
N -4.598765 -0.366674 0.931246 -0.302 1.351 1.450
H 2.189849 1.317856 -4.370672 0.318 0.026 0.065
C -1.030721 -1.450518 -1.387879 -0.160 -0.094 0.270
C -3.634536 -1.137866 1.521851 0.555 -2.001 0.325
C -1.267483 3.295777 0.434043 -2.387 -0.517 -2.475
C 4.397011 1.435293 2.355305 0.362 0.002 0.550
H -0.295773 4.589154 1.829540 -0.042 -0.121 -0.214
H 4.622806 5.271345 3.033724 0.024 -0.395 -0.021
H 2.051502 0.080449 2.554721 -0.092 -0.440 0.092
H 4.298793 0.369574 2.153344 0.160 0.298 0.109
S -2.096115 -0.539935 1.872961 -0.569 0.066 0.025
C 3.134265 1.259365 -3.821049 0.170 0.305 -0.079
H -1.171298 0.220529 -3.728108 0.199 0.103 0.073
H 1.479401 -1.658675 -4.296285 -0.194 -0.096 0.186
H 4.570453 -1.532301 1.240956 -0.062 -0.257 -0.062
C 1.723618 -0.964769 2.494912 0.124 0.133 0.134
H -6.431485 0.381731 1.635974 0.204 -0.102 -0.153
P 2.178764 -1.661618 0.882530 0.079 -1.179 0.640
C -0.376494 3.593998 1.387402 2.279 0.367 2.555
H 0.857693 2.862383 -2.358951 0.222 0.109 -0.020
P 0.425162 -0.796574 -2.256415 -1.286 0.037 -0.883
C 1.812984 3.051654 -1.862317 0.009 0.343 -0.271
H 2.375284 -1.261571 -1.904905 0.440 1.255 1.453
H 3.833631 1.999115 -4.232026 -0.217 -0.223 -0.150
H 0.633419 -0.991815 2.610480 0.248 -0.082 0.042
H 0.281112 2.815255 1.779623 -0.103 0.210 -0.021
H 1.093985 -2.975286 -3.153584 -0.051 0.144 -0.089
H -0.818621 -2.408671 -0.901837 -0.042 0.234 -0.191
H 0.383261 1.076836 -3.854622 -0.282 -0.151 0.232
C -3.160670 -3.230072 2.669172 -0.088 0.039 0.527
H 1.631280 3.218619 -0.794663 0.207 -0.026 -0.190
C -6.006807 -0.571330 1.295211 -0.532 -0.294 -0.015
H 6.238249 3.696744 4.107841 -0.235 -0.104 -0.201
H -1.889744 4.066920 -0.041640 0.255 -0.268 0.212
H -1.844868 -1.591090 -2.112710 0.214 0.015 0.080
H 1.511339 -3.941430 1.312422 -0.175 0.164 -0.116
H -6.579332 -0.899226 0.415882 0.057 0.194 0.077
C 4.545745 4.195823 2.852046 -0.920 0.415 -0.743
H 3.884948 -3.085007 1.833438 0.102 0.162 -0.168
H 0.096374 -2.878929 1.069555 0.232 -0.057 -0.093
C -0.316886 0.608321 -3.155333 -0.116 -0.073 -0.109
C 4.556991 2.211211 -1.504150 0.095 0.041 -0.004
H -6.095975 -1.317802 2.090026 0.054 0.206 -0.306
H 1.045561 -3.460786 -0.334841 0.108 0.026 0.232
O 2.387596 1.841971 1.138798 0.363 0.370 0.017
H -5.152802 1.479655 0.165174 0.198 -0.081 0.053
H 2.282506 3.939208 -2.303517 -0.209 -0.034 0.093
H 4.435322 2.929836 -0.685850 0.102 -0.130 -0.169
C 5.460093 3.311245 3.446243 0.301 0.184 0.273
H -0.685603 1.358284 -2.447841 0.073 -0.126 -0.120
H 2.204222 -1.559391 3.282622 -0.239 0.147 -0.046
H -2.807458 -2.616703 3.503526 -0.065 -0.204 -0.086
C 3.533772 3.720875 2.036494 0.198 0.334 0.549
H -3.492207 0.970338 -0.253919 -0.153 -0.114 0.112
Pt 2.184217 -0.109486 -0.787417 -0.025 -1.170 -1.029
C 1.103273 -3.121073 0.705611 0.070 -0.235 0.154
H -5.431684 -3.865441 1.256609 0.139 0.105 -0.245
H -1.360877 -0.744738 -0.611026 0.169 -0.171 -0.276
H 5.134127 1.351256 -1.148433 0.054 0.244 -0.128
C 3.862264 -2.340057 1.026721 -0.124 -0.071 0.076
H -2.286036 -3.610603 2.119791 -0.203 0.132 -0.023
C 0.731120 -2.034503 -3.584006 0.095 0.174 0.177
H -1.427576 2.258806 0.113907 0.194 0.390 0.131
C -4.247613 0.992342 0.537598 -0.311 0.326 -0.959
H 2.781484 4.375791 1.590355 0.345 -0.054 0.135
H -5.228237 -2.528146 0.086183 0.110 -0.353 0.023
P 2.930550 1.640078 -2.054576 0.355 0.335 -0.740
H -0.211386 -2.229966 -4.122242 0.311 0.127 0.208
H 6.078197 1.243408 3.663088 -0.125 0.264 -0.132
C -4.708032 -3.196746 0.773552 -0.781 -0.291 0.075
N -4.033104 -2.424490 1.823991 1.337 0.934 -0.804
H 5.070974 2.688216 -2.350128 -0.020 -0.057 0.324
H 3.564279 0.256809 -3.949136 -0.036 0.299 0.071
H 4.147034 -2.818511 0.079436 -0.046 0.111 0.276
C 5.376016 1.935292 3.196247 -0.436 -0.997 -0.609
H -3.989687 -3.810471 0.207431 -0.062 0.253 0.248
H -3.740914 -4.077682 3.047580 0.120 0.149 -0.113
H -3.834058 1.561876 1.380206 -0.273 -0.343 0.020
C 3.389110 2.304869 1.798179 -0.284 -0.210 -0.286
```
Forces are in eV/Å.

Values from the calculation:
orbital gap (alpha / beta)	6.58 / 3.08	eV
energy above the lowest of the compared OMol25 structures with the same formula, charge and spin	0.00	kcal/mol
total charge	+4
2S+1	5
strongest force on any atom	3.477	eV/Å

3.
Molecular formula: C22H49NO8
Method: DFT, ωB97M-V/def2-TZVPD

Geometry as XYZ:
```
80
Properties=species:S:1:pos:R:3:forces:R:3
O 1.573781 4.054006 1.770321 -0.030 0.133 -0.047
H -1.800572 -6.652532 -2.548012 0.040 -0.002 -0.023
H 0.750716 4.347697 3.575134 -0.020 0.000 -0.008
C 0.832528 2.835971 -1.224419 0.259 0.164 -0.047
O 3.086033 -4.643806 0.483030 -0.067 0.013 -0.015
H -2.989275 -3.634814 0.227900 -0.012 0.002 0.018
H 3.524006 -6.240541 1.613780 0.018 0.010 -0.001
H 2.212050 2.044788 -2.662531 -0.127 -0.140 0.201
H 1.041028 0.864041 -2.064450 0.124 0.254 -0.008
O 0.283969 -4.075669 -1.885975 0.053 -0.026 0.021
N -0.113325 2.345509 -0.206797 -0.534 0.698 -0.571
H 0.610355 -6.013972 -2.247292 0.008 -0.022 -0.053
H -1.837136 7.226562 -2.540326 -0.022 -0.011 0.009
H 1.411641 -5.267014 2.463113 0.013 -0.004 0.002
H -1.212013 8.231518 -0.362010 0.050 -0.033 0.015
H 2.990704 3.354956 3.908425 -0.018 0.011 -0.005
H -0.205536 6.545920 -2.571107 0.000 0.003 0.010
H 1.474357 3.587264 -0.738958 -0.234 -0.274 -0.119
O -3.061370 1.257511 -2.100657 0.031 0.305 0.381
H -0.302012 -6.033716 -4.578183 -0.014 -0.006 0.015
H 2.420267 -4.356052 -0.156731 0.021 0.002 0.001
H 3.709343 -6.914383 -0.781891 0.028 0.040 0.066
H 1.136379 -6.951583 1.986999 0.004 -0.007 -0.001
C 1.415015 6.246672 2.825414 -0.009 0.023 -0.073
H -1.167646 -4.431544 2.648403 -0.021 -0.017 -0.019
H -0.761117 -4.336000 -4.393374 -0.023 -0.024 -0.017
C -2.106160 -3.905825 2.848773 0.040 0.040 0.050
C -3.289610 0.684558 -0.829951 0.696 0.750 -0.364
H -1.935902 0.492478 0.973444 -0.225 0.199 -0.322
H -0.332921 -3.373867 -2.127162 0.047 -0.012 0.033
H -2.603737 5.980821 0.948755 0.008 -0.001 -0.008
H -1.506317 -5.828677 -1.005451 -0.021 -0.029 -0.010
C -1.499191 -5.710162 -2.089699 -0.010 0.117 0.107
C 1.600519 4.754220 3.023411 0.025 -0.080 0.104
H -3.113548 -2.114145 2.231061 -0.004 0.024 -0.002
H -2.132160 -3.649288 3.907703 -0.006 0.004 -0.006
H 2.897023 4.911011 4.750285 0.001 0.011 0.001
H 1.991425 -6.598733 -0.994196 -0.013 -0.029 0.007
H 2.547487 1.644741 0.267010 0.054 -0.117 -0.240
H -3.293244 6.870475 -0.415052 -0.019 -0.017 -0.021
C 1.395318 -5.957450 1.619266 0.001 0.047 -0.001
C -0.053150 -5.103177 -4.067050 0.053 0.117 0.030
H 1.398029 6.764515 3.785540 0.023 -0.016 0.009
C -2.032195 2.155476 -1.947494 -0.284 -0.853 0.472
O -4.313619 0.160502 -0.595332 -1.059 -0.995 0.239
O -1.875197 3.043994 -2.707799 0.455 0.723 -0.691
C -2.130132 0.962924 0.007201 0.836 0.348 0.287
H -0.176802 2.962197 0.598293 0.193 -0.401 0.109
C 2.740423 -5.960046 0.907425 -0.090 0.009 -0.039
C 1.700650 1.690242 -1.755758 0.015 0.000 0.049
C -2.623843 6.050670 -0.139404 0.029 0.013 0.054
H -0.565275 5.498485 -0.367966 0.022 0.010 0.015
H 2.316695 4.383066 1.248812 -0.051 -0.040 0.013
H 2.657386 0.092323 -0.571479 0.007 0.352 -0.048
C -0.122412 -5.270743 -2.558848 -0.103 -0.081 -0.078
C 2.745607 -6.916602 -0.272601 0.061 -0.058 -0.107
H 3.755854 1.395577 -1.027527 -0.331 0.018 0.154
H 3.747788 4.790657 3.205785 0.005 0.027 0.021
H -1.614701 5.472343 -2.638628 0.011 0.019 -0.026
C 2.722429 1.181521 -0.714617 0.084 -0.200 -0.011
H -0.307542 -2.175037 2.125098 -0.011 0.064 0.019
O -0.661624 7.481979 -0.105096 -0.010 0.015 0.051
H 0.611175 -5.634260 0.926618 -0.002 -0.015 -0.008
C -1.219505 6.389070 -2.201979 0.028 0.013 -0.046
H -2.236008 -2.062074 -0.079801 -0.049 -0.009 0.008
H 0.489287 6.472107 2.297896 -0.011 -0.025 -0.056
C -1.327133 1.838422 -0.637416 0.079 -0.755 0.427
H 0.946309 -4.793686 -4.372406 -0.002 -0.011 0.007
H -1.225959 -3.472666 0.247220 -0.018 -0.052 0.039
C -1.229030 6.307220 -0.687485 -0.037 -0.057 -0.009
C 2.883266 4.430899 3.771327 -0.002 -0.050 -0.025
O -1.145822 -1.739408 2.323061 0.007 0.034 -0.021
C -2.165790 -2.977398 0.510529 0.061 0.073 -0.108
C -2.194139 -2.652190 1.993117 0.000 -0.106 -0.018
H 2.244859 6.652247 2.238581 -0.010 0.021 0.021
H -2.929590 -4.588519 2.634587 -0.005 0.004 -0.013
H 0.319397 3.345947 -2.048035 0.033 -0.139 0.176
H -3.040528 5.126477 -0.543661 0.005 0.001 -0.019
H -2.244070 -4.952345 -2.349771 -0.018 -0.020 -0.020
H 2.513760 -7.941660 0.021059 -0.005 0.022 0.083
```
Forces are in eV/Å.

Values from the calculation:
orbital gap	8.86	eV
strongest force on any atom	1.472	eV/Å